The following is a quantum chemistry calculation of C26H52Cl10O21 as an isolated structure in a non-equilibrium geometry, from OMol25.

Calculated values
**E_tot**: -195986.9062 eV
**HOMO level**: -8.472 eV
**Maximum force**: 17.55 eV/A
**ΔE to the lowest compared entry with this formula, charge and spin**: 917.5 kcal per mole
**Total charge**: 0

Atoms and positions in Å:
C: -3.031 -4.314 -4.418
O: -2.400 -3.345 -3.594
C: -2.266 -2.081 -3.971
O: -2.568 -1.637 -5.078
O: -1.657 -1.331 -2.989
C: -1.186 0.044 -3.364
H: -2.740 -4.358 -5.468
H: -4.071 -4.006 -4.317
H: -2.963 -5.279 -3.916
H: -0.748 0.139 -4.357
H: -0.356 0.433 -2.775
H: -1.911 0.853 -3.274
C: 2.291 -3.672 2.518
O: 3.414 -2.748 2.745
C: 4.429 -3.203 3.456
O: 4.534 -4.355 3.888
O: 5.202 -2.201 3.739
C: 6.423 -2.436 4.417
H: 2.667 -4.504 1.923
H: 1.534 -3.072 2.012
H: 1.831 -3.898 3.480
H: 6.696 -3.489 4.487
H: 6.235 -2.175 5.459
H: 7.336 -1.941 4.085
C: -4.232 2.619 -0.767
O: -4.611 1.269 -0.749
C: -3.701 0.302 -1.229
O: -2.608 0.461 -1.759
O: -4.236 -0.959 -1.049
C: -3.871 -1.988 -1.995
H: -3.174 2.755 -0.541
H: -4.830 3.117 -0.005
H: -4.418 3.039 -1.756
H: -2.834 -2.274 -1.814
H: -3.982 -1.742 -3.051
H: -4.552 -2.778 -1.679
C: -2.552 0.454 1.626
O: -3.575 -0.311 1.139
C: -4.795 -0.031 1.493
O: -5.092 0.880 2.229
O: -5.657 -0.782 0.816
C: -7.040 -0.390 0.660
H: -2.794 1.517 1.603
H: -1.594 0.284 1.135
H: -2.375 0.292 2.690
H: -7.766 -0.922 1.275
H: -7.246 -0.803 -0.328
H: -7.165 0.693 0.654
C: 4.292 -0.376 2.605
O: 4.343 0.373 1.374
C: 5.420 1.104 1.058
O: 6.566 1.060 1.619
O: 5.058 1.877 -0.038
C: 5.844 3.029 -0.296
H: 5.014 -1.188 2.693
H: 3.414 -1.000 2.774
H: 4.333 0.313 3.449
H: 6.859 2.980 0.099
H: 5.335 3.943 0.009
H: 5.989 3.124 -1.372
C: -0.849 2.652 -1.267
O: -0.533 2.030 -2.533
C: -0.994 2.623 -3.683
O: -1.566 3.757 -3.759
O: -0.692 1.782 -4.630
C: -1.211 1.939 -5.958
H: -0.185 3.504 -1.118
H: -0.664 1.837 -0.568
H: -1.914 2.777 -1.071
H: -0.605 2.630 -6.544
H: -2.235 2.309 -5.997
H: -1.257 0.937 -6.383
C: 1.917 -0.837 2.600
O: 0.988 -1.266 1.536
C: 0.243 -0.393 0.961
O: -0.101 0.702 1.400
O: -0.131 -0.895 -0.246
C: -1.186 -0.325 -1.000
H: 1.404 -0.276 3.380
H: 2.783 -0.261 2.274
H: 2.369 -1.704 3.082
H: -0.677 0.256 -1.769
H: -1.836 0.318 -0.406
H: -1.735 -1.042 -1.610
C: 1.723 2.850 0.695
Cl: 1.480 4.514 1.264
Cl: 2.934 2.146 1.756
H: 0.797 2.278 0.636
H: 2.197 2.932 -0.283
C: 1.710 0.125 -2.931
Cl: 0.802 -1.407 -2.655
Cl: 1.490 1.247 -1.486
H: 2.778 -0.036 -3.080
H: 1.236 0.503 -3.837
C: 1.901 1.705 4.454
Cl: 3.140 0.342 4.392
Cl: 0.232 0.973 4.491
H: 2.045 2.268 5.376
H: 2.002 2.281 3.534
C: -0.645 2.853 2.160
Cl: -2.070 2.696 3.189
Cl: -1.015 3.107 0.465
H: -0.080 3.723 2.491
H: 0.005 1.993 2.318
C: 0.273 -3.381 0.468
Cl: 1.131 -4.821 -0.093
Cl: -0.022 -3.551 2.262
H: 0.874 -2.471 0.465
H: -0.708 -3.288 0.002


The following is a quantum chemistry calculation of a 5-piece molecular cluster, CH12O4S2 overall in a non-equilibrium geometry, from OMol25.

Calculated values
**E_tot**: -31092.5545 eV
**HOMO level**: -8.954 eV
**Structure (SMILES)**: CSS.O.O.O.O
**Maximum force**: 2.77 eV/A
**ΔE to the lowest compared entry with this formula, charge and spin**: 6.6 kcal per mole
**Total charge**: 0

Atoms and positions in Å:
C: -2.419 0.374 -0.452
S: -2.160 -0.533 -1.934
S: -1.119 0.841 -3.045
H: -2.846 -0.295 0.321
H: -3.166 1.217 -0.510
H: -1.541 0.750 0.078
H: -0.021 0.476 -2.366
O: 1.097 -2.097 1.398
H: 0.543 -1.423 1.843
H: 1.731 -2.378 2.062
O: 0.400 0.358 2.344
H: 0.787 0.904 1.646
H: -0.330 0.804 2.765
O: 1.426 1.647 -0.029
H: 1.679 2.243 -0.739
H: 1.251 0.837 -0.548
O: 1.599 -0.874 -1.166
H: 1.952 -1.151 -0.302
H: 1.135 -1.700 -1.368


The following is a quantum chemistry calculation of C4H8N2O3S in the gas phase in a non-equilibrium geometry, from OMol25.

Calculated values
**E_tot**: -24232.9540 eV
**HOMO level**: -9.312 eV
**Structure (SMILES)**: CS(=O)(=O)[C@@H]1NC(=O)[C@H]1N
**Maximum force**: 5.98 eV/A
**ΔE to the lowest compared entry with this formula, charge and spin**: 52.3 kcal per mole
**Total charge**: 0

Atoms and positions in Å:
C: 2.592 0.830 -0.075
S: 1.404 -0.541 -0.213
O: 1.244 -0.706 -1.639
O: 1.871 -1.692 0.494
C: -0.117 -0.101 0.600
N: -0.834 -1.237 1.069
C: -1.898 -1.296 0.174
O: -2.791 -2.099 0.037
C: -1.573 0.075 -0.491
N: -2.262 1.226 -0.472
H: 3.455 0.770 0.632
H: 3.174 1.132 -1.010
H: 2.038 1.830 0.024
H: 0.012 0.776 1.377
H: -0.474 -1.955 1.724
H: -0.992 -0.317 -1.411
H: -1.869 1.973 -1.022
H: -2.983 1.333 0.204


The following is a quantum chemistry calculation of a 19-piece molecular cluster, H38O19 overall in a non-equilibrium geometry, from OMol25.

Calculated values
**E_tot**: -39520.2414 eV
**HOMO level**: -10.845 eV
**Maximum force**: 1.04 eV/A
**ΔE to the lowest compared entry with this formula, charge and spin**: 61.3 kcal per mole
**Total charge**: 0

Atoms and positions in Å:
O: 1.173 5.140 -0.329
H: 1.301 4.678 -1.158
H: 1.752 5.900 -0.387
O: -0.153 0.220 0.002
H: -0.269 0.004 0.927
H: -0.805 -0.314 -0.453
O: 0.205 2.123 -1.958
H: 0.447 1.432 -1.342
H: 0.957 2.193 -2.547
O: -0.599 -2.863 -2.102
H: -1.454 -2.954 -2.524
H: -0.499 -3.664 -1.587
O: -2.851 -2.677 -3.796
H: -3.727 -2.984 -3.562
H: -2.987 -1.784 -4.113
O: -0.701 -3.355 3.812
H: -1.365 -3.683 4.419
H: 0.084 -3.250 4.348
O: -0.030 -0.869 2.548
H: -0.069 -1.246 3.427
H: -0.679 -1.362 2.046
O: 2.672 -2.179 -1.791
H: 1.785 -2.366 -1.484
H: 3.242 -2.619 -1.160
O: 3.950 0.185 -3.385
H: 4.726 -0.054 -2.877
H: 3.266 -0.407 -3.071
O: -4.494 0.951 -2.858
H: -5.433 0.969 -2.673
H: -4.093 1.379 -2.101
O: 3.022 -2.266 3.441
H: 3.070 -1.642 2.717
H: 3.818 -2.792 3.358
O: -1.771 3.980 -1.206
H: -1.350 4.818 -1.400
H: -1.150 3.322 -1.518
O: 0.568 -4.743 1.451
H: -0.101 -4.805 0.769
H: 0.235 -4.078 2.054
O: -2.172 3.958 1.712
H: -2.310 3.870 0.768
H: -1.646 4.752 1.804
O: 2.634 1.317 4.758
H: 2.566 1.064 3.838
H: 2.322 2.221 4.782
O: 2.523 -0.097 1.653
H: 2.204 0.160 0.788
H: 1.759 -0.475 2.088
O: -1.234 -4.972 -0.556
H: -1.100 -5.886 -0.306
H: -2.101 -4.958 -0.961
O: -4.241 3.635 -2.318
H: -3.373 3.533 -1.927
H: -4.442 4.566 -2.216
O: 2.681 2.907 0.661
H: 2.186 3.644 0.306
H: 2.046 2.422 1.188


The following is a quantum chemistry calculation of C28H31FeN7O5S2Se2 as an isolated structure in a non-equilibrium geometry, from OMol25.

Calculated values
**E_tot**: -236955.7442 eV
**2S+1**: 2
**Expectation value of S²**: 0.76
**HOMO level (alpha / beta)**: -10.251 / -10.254 eV
**Maximum force**: 1.37 eV/A
**ΔE to the lowest compared entry with this formula, charge and spin**: 0.0 kcal per mole
**Total charge**: +1

Atoms and positions in Å:
Fe: 0.732 -0.030 -0.659
N: 2.377 -0.252 0.530
C: 1.829 -0.090 1.895
C: 2.831 0.001 3.030
C: 3.355 -1.351 3.520
C: 2.333 -2.131 4.352
N: 1.187 -2.676 3.616
C: 1.198 -3.807 2.915
N: 0.133 -4.168 2.214
N: 2.296 -4.583 2.925
C: 0.755 1.006 1.897
O: 0.529 1.635 2.920
O: 0.109 1.105 0.791
H: 2.775 -1.180 0.424
H: 3.109 0.423 0.328
H: 1.216 -0.977 2.037
H: 2.316 0.493 3.858
H: 3.660 0.655 2.748
H: 4.214 -1.182 4.172
H: 3.711 -1.970 2.688
H: 1.919 -1.471 5.116
H: 2.813 -2.946 4.898
H: 0.333 -2.140 3.581
H: -0.571 -3.461 1.928
H: 0.186 -4.996 1.645
H: 3.027 -4.419 3.594
H: 2.258 -5.498 2.510
O: -1.733 -2.198 1.447
C: -1.157 -1.571 0.549
O: 0.095 -1.612 0.323
C: -1.945 -0.751 -0.444
C: -3.346 -0.765 -0.428
C: -4.014 -0.119 -1.427
C: -3.284 0.502 -2.460
C: -3.909 1.152 -3.553
C: -3.161 1.715 -4.543
C: -1.748 1.652 -4.490
C: -1.118 1.053 -3.441
C: -1.872 0.473 -2.397
N: -1.220 -0.129 -1.359
H: -3.847 -1.292 0.371
H: -5.097 -0.090 -1.449
H: -4.991 1.190 -3.586
H: -3.643 2.210 -5.375
H: -1.166 2.090 -5.291
H: -0.040 0.997 -3.381
Se: 3.164 0.968 -3.968
Se: 4.042 -0.409 -2.349
C: 2.677 -1.756 -2.445
C: 3.072 -2.991 -2.941
C: 2.118 -3.971 -3.152
C: 0.798 -3.663 -2.883
C: 0.499 -2.422 -2.351
N: 1.413 -1.475 -2.093
C: 2.392 2.310 -2.835
C: 2.695 3.619 -3.171
C: 2.307 4.624 -2.302
C: 1.668 4.263 -1.131
C: 1.362 2.928 -0.918
N: 1.688 1.943 -1.766
H: 4.110 -3.153 -3.197
H: 2.399 -4.936 -3.550
H: 0.000 -4.365 -3.076
H: -0.520 -2.168 -2.110
H: 3.269 3.834 -4.063
H: 2.531 5.659 -2.523
H: 1.372 4.997 -0.397
H: 0.808 2.646 -0.036
C: -2.792 2.212 2.347
O: -2.738 2.308 0.906
C: -2.146 3.352 0.397
S: -1.538 4.683 1.189
S: -1.913 3.518 -1.252
H: -3.342 1.297 2.545
H: -3.324 3.070 2.754
H: -1.778 2.157 2.741


The following is a quantum chemistry calculation of C42H89AlFNO16PS as an isolated structure in a non-equilibrium geometry, from OMol25.

Calculated values
**E_tot**: -108686.4100 eV
**HOMO level**: -3.386 eV
**Maximum force**: 1.46 eV/A
**Total charge**: -1

Atoms and positions in Å:
N: -1.716 -3.694 -1.034
P: -0.895 -2.672 -1.972
Al: 1.359 -2.597 -1.217
S: 2.269 -4.620 -2.078
O: 3.696 -4.689 -2.119
O: 1.645 -4.841 -3.347
F: 1.778 -5.856 -1.195
H: -2.491 -3.195 -0.607
H: -1.447 -1.378 -1.989
H: -0.891 -3.060 -3.340
H: 2.178 -1.368 -1.802
H: 1.459 -2.658 0.377
C: 2.924 -2.408 -5.602
C: 3.662 -1.140 -5.245
O: 3.573 -0.651 -4.144
C: 4.510 -0.510 -6.327
H: 2.353 -2.764 -4.749
H: 2.243 -2.221 -6.437
H: 3.633 -3.183 -5.896
H: 3.881 -0.249 -7.178
H: 5.282 -1.209 -6.655
H: 4.983 0.393 -5.945
C: -2.480 0.952 1.529
C: -1.464 -0.160 1.382
O: -1.492 -0.930 0.454
C: -0.410 -0.255 2.450
H: -3.182 0.915 0.699
H: -3.023 0.839 2.470
H: -1.969 1.917 1.535
H: -0.876 -0.419 3.425
H: 0.156 0.678 2.485
H: 0.255 -1.085 2.220
C: -0.462 4.592 4.009
C: 0.604 3.550 3.802
O: 0.620 2.834 2.826
C: 1.664 3.423 4.867
H: -1.159 4.568 3.175
H: -1.004 4.393 4.934
H: -0.012 5.579 4.064
H: 1.199 3.153 5.817
H: 2.202 4.367 4.981
H: 2.365 2.645 4.585
C: 3.389 -1.418 5.545
C: 4.127 -0.119 5.344
O: 3.553 0.944 5.367
C: 5.615 -0.209 5.101
H: 2.333 -1.215 5.704
H: 3.501 -2.052 4.665
H: 3.790 -1.947 6.412
H: 5.811 -0.799 4.205
H: 6.104 -0.689 5.951
H: 6.023 0.790 4.968
C: 7.926 1.723 -2.258
C: 6.591 1.567 -2.955
O: 6.433 1.970 -4.085
C: 5.495 0.895 -2.173
H: 8.630 2.220 -2.922
H: 7.806 2.318 -1.351
H: 8.320 0.743 -1.984
H: 5.290 1.464 -1.263
H: 5.799 -0.116 -1.897
H: 4.592 0.831 -2.769
C: 3.514 5.403 9.503
C: 4.060 5.163 8.113
O: 4.014 6.021 7.265
C: 4.658 3.803 7.847
H: 3.113 6.411 9.567
H: 2.720 4.686 9.721
H: 4.306 5.283 10.243
H: 3.902 3.031 7.999
H: 5.500 3.626 8.519
H: 5.008 3.754 6.820
C: -4.840 -5.033 -3.608
C: -4.711 -3.655 -2.995
O: -3.807 -2.921 -3.296
C: -5.759 -3.253 -1.982
H: -4.025 -5.193 -4.309
H: -4.792 -5.792 -2.825
H: -5.793 -5.124 -4.134
H: -5.749 -3.950 -1.142
H: -6.750 -3.263 -2.440
H: -5.547 -2.256 -1.617
C: 0.464 -7.148 -5.270
C: -0.886 -7.369 -5.892
O: -1.135 -7.044 -7.034
C: -1.936 -8.021 -5.023
H: 1.120 -6.671 -5.994
H: 0.380 -6.502 -4.396
H: 0.890 -8.106 -4.969
H: -2.118 -7.412 -4.136
H: -1.594 -9.010 -4.714
H: -2.860 -8.119 -5.589
C: -8.463 0.560 -2.037
C: -8.484 -0.441 -0.905
O: -7.527 -1.131 -0.659
C: -9.759 -0.535 -0.098
H: -7.497 0.527 -2.532
H: -9.246 0.324 -2.760
H: -8.635 1.567 -1.651
H: -10.593 -0.814 -0.745
H: -9.982 0.428 0.365
H: -9.642 -1.286 0.678
C: -0.836 5.560 -0.097
C: -1.646 6.541 0.714
O: -2.388 6.173 1.593
C: -1.483 8.007 0.382
H: -1.038 4.548 0.243
H: -1.093 5.643 -1.154
H: 0.229 5.766 0.020
H: -1.766 8.189 -0.656
H: -0.442 8.306 0.518
H: -2.115 8.601 1.036
C: -4.105 3.565 3.969
C: -4.123 2.519 5.055
O: -3.180 1.793 5.260
C: -5.384 2.420 5.885
H: -3.153 3.531 3.448
H: -4.907 3.375 3.254
H: -4.239 4.557 4.405
H: -6.236 2.187 5.244
H: -5.575 3.369 6.390
H: -5.270 1.635 6.628
C: 1.357 2.632 -7.679
C: 1.969 1.619 -8.617
O: 3.159 1.585 -8.820
C: 1.024 0.643 -9.277
H: 2.140 3.264 -7.269
H: 0.635 3.250 -8.215
H: 0.845 2.122 -6.861
H: 0.288 1.182 -9.877
H: 0.497 0.060 -8.520
H: 1.586 -0.030 -9.919
C: -1.918 8.974 6.812
C: -0.858 7.928 6.556
O: -0.879 7.236 5.568
C: 0.233 7.789 7.593
H: -2.636 8.970 5.996
H: -2.437 8.761 7.748
H: -1.460 9.962 6.883
H: -0.202 7.528 8.560
H: 0.775 8.731 7.695
H: 0.929 7.011 7.289
C: 2.613 -11.333 -4.802
C: 1.173 -11.498 -4.376
O: 0.446 -10.547 -4.234
C: 0.688 -12.909 -4.134
H: 2.832 -10.277 -4.940
H: 3.278 -11.740 -4.039
H: 2.789 -11.862 -5.740
H: 1.278 -13.378 -3.345
H: 0.788 -13.501 -5.045
H: -0.356 -12.887 -3.834


The following is a quantum chemistry calculation of C2H3NS in the gas phase in a non-equilibrium geometry, from OMol25.

Calculated values
**E_tot**: -14445.2600 eV
**HOMO level**: -8.649 eV
**Structure (SMILES)**: S=C1CN1
**Maximum force**: 4.14 eV/A
**ΔE to the lowest compared entry with this formula, charge and spin**: 50.9 kcal per mole
**Total charge**: 0

Atoms and positions in Å:
S: -2.360 0.191 0.192
C: -0.810 -0.052 0.117
C: 0.583 0.500 -0.051
N: 0.257 -0.889 0.360
H: 0.993 0.525 -1.074
H: 1.063 1.262 0.861
H: 0.273 -1.537 -0.407


The following is a quantum chemistry calculation of C3H2LiO3Pr as an isolated structure in a non-equilibrium geometry, from OMol25.

Calculated values
**E_tot**: -23528.1000 eV
**2S+1**: 4
**Expectation value of S²**: 3.75
**HOMO level (alpha / beta)**: -19.101 / -22.029 eV
**Maximum force**: 2.67 eV/A
**ΔE to the lowest compared entry with this formula, charge and spin**: 0.0 kcal per mole
**Total charge**: +3

Atoms and positions in Å:
C: 1.111 -0.056 0.005
C: 1.641 1.133 -0.508
O: 2.041 2.099 -0.929
H: 1.433 -0.909 -0.611
H: 1.446 -0.205 1.042
O: -1.240 0.955 -0.421
C: -0.739 -0.062 0.016
O: -1.214 -1.082 0.481
Pr: -1.497 -3.505 1.612
Li: -2.982 1.632 -0.685


The following is a quantum chemistry calculation of C3H6S2 as an isolated structure in a non-equilibrium geometry, from OMol25.

Calculated values
**E_tot**: -24875.4568 eV
**HOMO level**: -8.904 eV
**Maximum force**: 3.89 eV/A
**ΔE to the lowest compared entry with this formula, charge and spin**: 75.0 kcal per mole
**Total charge**: 0

Atoms and positions in Å:
C: 0.656 0.414 0.809
C: 0.812 0.019 -0.699
C: -0.369 -0.275 0.107
S: -2.101 1.283 -0.541
S: -1.129 -1.853 0.449
H: 1.300 -0.103 1.530
H: 0.579 1.399 1.093
H: 0.935 0.801 -1.587
H: 1.370 -0.848 -0.949
H: -2.704 0.893 0.634
H: -1.791 -1.576 -0.593


The following is a quantum chemistry calculation of a 2-piece molecular cluster, C2H4N2S overall in a non-equilibrium geometry, from OMol25.

Calculated values
**E_tot**: -15951.2842 eV
**HOMO level**: -9.101 eV
**Maximum force**: 3.10 eV/A
**ΔE to the lowest compared entry with this formula, charge and spin**: 59.9 kcal per mole
**Total charge**: 0

Atoms and positions in Å:
C: -2.682 0.322 0.375
C: 0.075 0.230 0.139
N: -3.356 0.698 -0.469
N: 0.998 -0.587 -0.370
S: 0.675 2.028 0.022
H: -2.071 -0.039 1.092
H: -0.647 2.473 0.342
H: 0.827 -1.643 -0.505
H: 1.894 -0.248 -0.734


Among the records above, which one has the lowest total charge?
C42H89AlFNO16PS


What is the total charge in the sixth record?
-1


Look up the total charge of the fifth one.
+1


Which of these has the highest E_tot?
C2H3NS